No. 1
A cluster of 15 separate species, C50H118F21N8O29S7 in total at a distorted geometry. Source: the Open Molecules 2025 dataset; level of theory: wB97M-V/def2-TZVPD.

CARTESIAN COORDINATES (ANGSTROEM)
H -5.311 2.020 -2.744
H 7.877 -1.569 0.172
C -0.589 -4.979 0.720
H 1.437 -5.261 -0.769
H 4.279 -1.485 -0.666
F 0.160 4.633 2.176
N -5.944 3.168 -5.315
O -2.993 -3.284 -6.201
H -1.258 -0.330 2.248
H -0.703 -8.619 2.670
F -3.546 -4.458 -1.939
C 1.446 -6.135 -0.117
H 0.098 -1.979 -6.575
F 6.273 -5.231 0.329
H -4.988 -0.220 -3.488
N 0.700 -5.639 1.172
C -3.481 -0.072 4.023
C 3.325 3.625 0.114
H -0.918 1.946 4.227
C -6.764 2.299 -4.332
H 6.412 -0.352 3.344
H 6.495 -2.774 3.880
H -2.489 -0.404 -4.493
O -4.502 6.244 -1.641
N -7.612 2.533 1.729
H -7.607 4.478 0.770
H 4.309 0.449 7.382
C -2.164 -0.885 2.007
S 0.053 4.653 4.813
H -9.121 3.481 0.574
H 4.895 -2.655 4.614
S -4.679 5.327 -0.482
H 4.536 6.287 -1.778
C 4.212 1.320 3.601
H 6.053 -3.251 -1.047
H -1.480 -3.333 -3.700
H -3.840 -0.394 5.000
O -1.579 1.696 -6.361
H -4.566 3.131 -6.888
H -7.636 3.006 -6.519
H 3.561 1.995 4.156
H 4.309 -1.140 -2.376
C 3.186 -4.862 -3.534
H 4.980 3.780 -2.900
H 4.612 0.175 -1.278
H 4.896 3.916 7.507
H 3.983 7.694 0.070
H 0.744 -6.897 -0.455
O 6.018 1.257 0.288
H -1.320 -7.752 1.354
H 1.085 -2.727 -5.339
H -8.288 0.620 2.534
H 2.860 0.327 5.595
H -8.905 3.416 3.191
C -0.668 3.051 -4.195
O -6.081 -1.658 -0.740
F -0.378 4.294 -3.810
H 3.199 4.010 6.874
C -0.372 -8.035 1.811
H 5.280 5.570 -0.349
O 6.608 -6.967 2.953
H 5.809 3.725 -1.208
C 0.319 0.711 -0.342
C 0.997 4.228 3.164
H -5.974 1.398 -0.330
H -4.704 -1.894 2.462
H 0.198 -2.741 -3.028
H -0.607 0.066 -3.455
H 2.287 7.402 -1.154
H -4.364 0.069 3.400
H -6.821 1.093 -2.782
C 6.568 -2.580 -1.734
C 5.501 -0.860 3.658
H -5.873 -0.703 0.505
H -4.461 1.372 0.474
S 1.425 -0.930 -0.128
H -5.643 3.171 1.372
H -0.605 -3.370 -5.790
C 3.944 3.399 7.382
O -6.069 -3.025 -2.765
O 0.993 4.146 5.865
F 1.265 2.898 3.178
F 0.406 2.304 -4.032
H 8.151 -0.464 -2.346
H 2.416 4.160 0.391
H -4.194 -1.710 -5.596
C -5.528 1.231 0.651
F 0.025 1.258 0.845
F 4.793 -3.988 1.358
H -5.509 1.510 -6.652
N 6.345 -1.128 -1.346
H 3.779 0.787 2.755
F -3.245 -3.161 -0.260
H 7.896 0.772 -0.191
H -7.759 3.044 -0.365
H 6.326 -0.159 6.024
H 1.651 -1.574 4.547
H 3.985 3.773 0.968
O 1.226 -6.675 -3.078
H 1.668 4.674 -1.698
C 1.572 -4.697 1.996
H 1.931 -3.910 1.333
H -7.299 3.022 -3.716
H -3.023 1.921 4.754
H -2.871 -0.196 1.544
C -2.898 4.699 0.006
H -8.357 0.711 0.804
F -2.983 4.089 1.197
H 0.869 -4.343 2.750
H -9.589 1.539 1.591
H -2.791 1.786 3.060
N 4.644 0.132 4.529
O 0.364 -8.888 0.907
H 6.044 1.913 0.989
O -5.377 4.127 -0.862
C 0.491 -6.876 2.207
C 2.426 -1.018 4.019
S 5.449 -6.144 2.804
H -1.164 -2.702 3.487
O -1.259 3.916 4.828
H 5.686 1.577 7.633
S -1.173 3.081 -6.055
H 1.422 -7.261 2.623
C -3.292 -2.241 -5.292
H 3.578 6.344 1.087
H 4.714 2.451 -1.575
H 4.931 -1.194 2.791
F -0.826 0.370 -0.971
C 6.950 -1.011 0.044
H -1.189 -5.811 0.352
H 6.696 -0.638 -3.402
H -1.244 -1.864 -2.601
C -2.645 1.240 3.991
O -5.410 0.364 -4.122
H -4.480 3.728 -3.886
H 7.647 -2.733 -1.742
C 4.941 1.212 6.927
C 0.021 -0.412 -4.207
O 1.411 -5.720 -5.342
F 3.972 -5.319 -2.589
C 3.565 6.688 0.052
H 3.303 2.545 -0.029
H -1.802 -1.755 1.459
C -8.031 3.490 0.592
C -2.121 -1.220 -5.114
H -0.324 -4.266 -0.060
H -7.580 1.776 -4.832
H 2.884 4.987 -2.985
O 5.188 -5.392 4.063
H -3.589 -2.625 -4.316
H 3.676 -1.227 5.853
C -7.828 3.288 3.083
C 4.333 5.722 -0.868
H 2.469 -6.455 0.079
H -6.389 4.267 -7.065
C 5.841 -2.133 4.472
C -3.862 -2.406 2.927
O -5.222 5.880 0.758
C -6.955 3.814 -6.250
S -5.258 -2.308 -1.787
O 4.138 2.277 6.475
O -4.359 -1.318 -2.461
H 0.024 0.192 -5.115
H -7.508 4.495 -5.604
C -5.985 1.450 -3.384
F 2.171 4.923 3.066
C 5.698 0.634 5.618
H 6.230 -1.597 0.616
C -0.824 -2.537 -3.349
O 0.587 -1.862 0.647
H -7.321 4.253 3.079
H 6.363 -2.035 5.424
H -2.283 -2.662 4.892
O 2.202 6.887 -0.348
F 3.934 -4.334 -4.551
H 2.395 -5.341 2.305
H 2.417 3.265 -2.408
F 1.036 1.560 -1.078
C 0.056 -2.518 -5.629
C -8.535 1.289 1.710
C 4.968 3.474 -1.854
F -1.628 2.621 -3.469
H 6.219 -2.706 -2.759
C -1.708 -2.065 4.184
O -2.270 4.016 -6.234
F 2.456 -3.829 -2.971
C 4.785 -0.891 -1.427
H -1.915 -0.695 -6.047
C 2.579 4.319 -2.179
H -0.030 -6.362 3.014
H 2.027 -0.284 3.319
O 1.711 -1.459 -1.465
C -5.205 4.239 -4.520
H 6.834 0.790 -2.307
F -2.079 5.727 0.017
H -4.266 2.091 -5.504
S 2.064 -6.296 -4.219
H -3.466 -3.259 2.377
H -0.243 -9.582 0.640
H -4.672 4.837 -5.259
H -5.946 4.813 -3.964
H -7.491 2.607 3.864
O -0.138 6.146 4.821
C 7.086 -0.260 -2.457
C 5.897 -4.713 1.490
H -1.151 -4.425 1.472
F -2.405 3.839 -0.878
H -5.708 2.070 2.741
O 0.060 3.518 -6.764
O 3.102 -7.271 -4.645
O 4.284 -6.817 2.220
N -2.797 -1.344 3.320
O 2.599 -0.456 0.524
C -4.207 -3.746 -1.003
H 1.020 -0.648 -3.840
H 6.324 1.317 5.044
C 7.148 0.384 0.499
H -1.152 -1.235 4.621
F -5.074 -4.527 -0.294
H 3.599 3.230 8.402
F 6.895 -3.917 1.916
C -5.021 2.389 -6.231
N -0.758 -1.713 -4.611
O -5.690 -0.058 1.193
H 7.588 0.513 1.488
H -4.279 -2.754 3.872
N 3.806 4.275 -1.175
C 3.347 -0.513 5.098
H 2.812 -1.857 3.441
C -6.063 2.229 1.723
H 5.049 1.884 3.190
O -1.263 1.051 4.262
H -2.972 -2.921 -7.090

energy above the lowest of the compared OMol25 structures with the same formula, charge and spin = 6.247 eV
net charge = +1
calculated total energy = -257959.044 eV
gap between HOMO and LUMO = 0.2421 Eh
2S+1 = 1



No. 2
The molecule C14H9F6N3S2 at a distorted geometry. Source: the Open Molecules 2025 dataset; level of theory: wB97M-V/def2-TZVPD.

CARTESIAN COORDINATES (ANGSTROEM)
F 2.970 4.297 2.654
S -2.247 0.275 2.320
F 4.789 0.745 -1.895
S -4.453 -1.163 -1.916
F 4.617 3.044 2.915
C 2.781 2.025 1.841
C -0.094 -0.121 0.485
H 4.136 2.997 0.491
H -3.474 -1.190 3.990
F 4.537 3.005 -1.848
C -2.901 -0.551 -1.784
C 3.956 1.770 -1.912
N -2.729 0.469 -2.704
C 3.021 1.567 -0.717
H -2.003 -1.738 -0.361
H 0.988 1.091 2.695
C -2.611 -1.079 3.400
H 1.744 0.220 -1.474
C 3.385 2.212 0.488
H -3.290 0.274 -3.510
C 1.103 0.595 0.664
C -0.889 -0.617 1.647
C 1.573 1.242 1.858
N -0.687 -0.171 -0.683
H 0.113 -2.477 1.968
F 2.985 2.720 4.306
C -0.687 -1.828 2.293
H -1.857 0.975 -2.719
C -1.740 -2.087 3.273
N -1.861 -0.888 -0.901
H -1.793 -3.070 3.787
C 3.299 2.986 2.969
C 1.997 0.622 -0.555
F 3.316 1.840 -3.074

energy above the lowest of the compared OMol25 structures with the same formula, charge and spin = 0.259 eV
calculated total energy = -57107.451 eV
gap between HOMO and LUMO = 0.2680 Eh
2S+1 = 1
SMILES = NC(=S)N/N=C(/c1cc(C(F)(F)F)cc(C(F)(F)F)c1)c1cccs1



No. 3
A structure of composition C45H112N7O15Zn at a distorted geometry. Source: the Open Molecules 2025 dataset; level of theory: wB97M-V/def2-TZVPD.

CARTESIAN COORDINATES (ANGSTROEM)
H -9.088 -22.724 21.327
C -8.873 -20.027 16.863
H -2.162 -25.965 8.156
H -13.888 -25.090 14.894
C -9.245 -19.213 10.761
H -2.394 -21.961 15.207
N -0.300 -26.432 18.296
O -7.430 -26.462 17.078
H -10.089 -24.139 12.664
H -11.441 -19.002 19.870
H -1.655 -23.599 15.562
H -10.745 -23.793 20.188
C -13.231 -24.455 15.488
H -7.968 -29.765 13.033
H 3.893 -28.183 16.075
C -3.583 -22.943 18.626
H -8.819 -24.491 21.367
H -9.493 -20.206 18.984
H -8.560 -17.221 9.876
H -5.191 -25.209 17.064
H -7.560 -24.328 14.424
C -9.264 -22.187 10.828
C -1.089 -25.582 19.169
C -1.743 -22.766 14.865
C -9.813 -23.826 19.624
C -8.014 -28.785 13.507
H -7.084 -27.237 21.303
H -5.120 -27.736 12.423
H -10.391 -21.181 9.190
H -4.695 -24.495 11.794
H -4.712 -28.991 15.240
H -8.326 -22.400 13.750
H -12.583 -23.983 14.749
C 2.994 -27.585 15.924
C -9.981 -29.365 18.456
H -9.172 -18.143 13.441
H -3.913 -22.164 19.313
H 0.301 -26.194 7.822
H -3.463 -29.626 16.331
C -8.699 -17.748 10.820
H -10.326 -19.099 10.681
C -9.625 -24.387 11.710
C -4.223 -28.150 18.391
N -9.892 -21.048 16.482
H -5.249 -25.974 15.490
H -5.269 -31.114 19.218
N -9.636 -25.145 18.954
C -9.714 -21.421 15.078
H -7.733 -22.218 15.379
H -4.589 -26.935 20.190
H -10.037 -25.321 11.326
H -0.534 -25.018 19.920
H -9.598 -16.433 13.593
C 1.458 -27.953 17.804
O -9.465 -16.944 11.674
H 2.055 -28.755 18.238
H -10.295 -20.755 14.440
C -9.259 -19.458 18.227
H -7.915 -17.034 13.178
H -10.358 -17.668 19.855
O -0.665 -25.137 9.296
H -3.577 -27.839 15.894
H -6.661 -27.294 11.719
C -6.160 -28.049 12.323
H -7.427 -24.366 16.787
H -1.769 -26.206 19.747
C -8.772 -23.593 20.751
C -6.346 -31.268 19.280
H -8.646 -28.305 12.759
H -5.438 -26.455 18.704
C -5.138 -27.301 19.323
H -10.229 -30.073 19.247
H -8.761 -25.320 18.480
H -4.007 -22.962 11.423
H -13.796 -23.619 15.900
C -8.268 -21.700 14.583
O -10.463 -18.683 17.970
H 1.379 -26.711 19.595
H -3.939 -29.068 18.904
N -2.726 -24.683 11.328
C 0.537 -25.729 8.779
H 1.309 -24.962 8.715
H -5.372 -24.181 15.566
H -3.596 -24.748 13.922
H -9.146 -19.750 11.704
H -8.615 -24.630 12.038
H -9.862 -22.967 18.956
H -7.914 -20.502 17.068
H -8.949 -27.927 15.205
H -11.684 -25.750 18.716
C -1.975 -24.647 18.422
H -0.714 -22.410 14.807
H -10.221 -22.385 15.041
H -11.892 -17.572 19.037
C -7.429 -30.851 15.816
H 0.208 -28.051 19.462
H -10.469 -24.751 16.224
O -12.550 -25.251 16.515
C -7.204 -22.367 19.529
H 0.841 -28.485 17.080
H -8.430 -31.274 15.891
C -7.339 -27.326 20.247
C -7.130 -25.299 16.307
C -8.576 -28.905 14.901
H -6.687 -32.337 17.100
H -6.158 -28.923 11.672
H -11.460 -23.674 17.239
H -4.008 -25.115 9.681
C -8.990 -17.147 13.037
O -6.906 -30.574 18.182
H -9.503 -27.583 20.238
H -2.544 -25.177 17.659
H -8.422 -18.881 18.619
H -6.728 -21.170 12.356
H -10.737 -28.581 18.409
C -2.975 -24.789 9.803
O -6.742 -28.214 13.593
H -6.938 -31.254 14.930
O 2.347 -27.031 17.127
C -9.371 -21.310 9.554
C -11.040 -18.228 19.216
H -7.666 -17.917 11.124
H 0.067 -25.978 17.471
H -8.777 -19.196 16.164
H -1.369 -24.030 17.758
H -10.583 -26.588 17.804
H -9.950 -29.965 17.547
H -2.991 -23.795 9.356
H 0.879 -26.562 9.393
O -9.750 -23.485 10.573
H -6.890 -28.972 15.252
O -7.664 -20.504 14.085
H -5.497 -31.101 16.769
C -10.779 -25.569 18.136
H -6.510 -32.344 19.343
H -4.262 -23.136 13.872
H -3.184 -22.503 17.711
O -4.977 -28.483 17.202
H -1.894 -26.728 9.644
C -3.496 -23.778 13.436
H 2.242 -28.081 15.310
H -8.817 -21.785 8.745
C -4.100 -28.769 16.114
C -8.645 -28.226 20.043
C -6.483 -20.640 13.276
H -7.822 -22.415 18.633
O -2.675 -23.791 19.273
H -7.346 -26.322 19.824
C -3.780 -23.914 11.904
H -8.699 -19.503 8.825
O -2.206 -23.188 13.578
H -7.431 -21.436 20.047
C -1.918 -25.735 9.193
H -7.499 -26.008 14.305
H -5.859 -21.428 13.699
O -7.392 -23.499 20.358
H 3.419 -26.793 15.307
H -4.460 -23.496 18.290
H -8.243 -22.185 11.211
N -6.308 -28.139 19.603
H -8.907 -25.209 15.095
H -9.810 -21.769 11.674
N -7.553 -29.357 15.910
C 0.709 -27.247 18.923
C -6.557 -31.263 16.963
H -9.488 -29.500 14.840
H -3.315 -27.594 18.159
H -6.175 -22.304 19.175
C -11.276 -24.710 16.955
Zn -7.043 -28.398 17.711
O -8.728 -28.722 18.692
C -7.822 -25.223 14.988
N -8.742 -20.035 9.683
H -6.762 -30.859 20.201
H -5.991 -19.684 13.095
H -10.805 -20.734 16.779
C -5.614 -25.121 16.063
H -1.891 -24.137 11.485
H -8.737 -29.039 20.764
H -5.917 -28.600 20.412

energy above the lowest of the compared OMol25 structures with the same formula, charge and spin = 0.952 eV
net charge = +1
calculated total energy = -138025.739 eV
gap between HOMO and LUMO = 0.2836 Eh
2S+1 = 1



- Number 2 is which compound?
  C14H9F6N3S2



- Which of these has the highest energy above the lowest of the compared OMol25 structures with the same formula, charge and spin?
  C50H118F21N8O29S7



- Which value of 2S+1 does entry 1 give?
  1